A cluster of 12 separate species, C57H144N3O42P9 in total, computed with the ωB97M-V functional and the def2-TZVPD basis.

Orbital gap (Ha): 0.3798
DFT total energy (eV): -235519.922
Structure (SMILES): CCOP(=O)(OCC)OCC.CCOP(=O)(OCC)OCC.CCOP(=O)(OCC)OCC.CCOP(=O)(OCC)OCC.CCOP(=O)(OCC)OCC.CCOP(=O)(OCC)OCC.CCOP(=O)(OCC)OCC.CCOP(=O)(OCC)OCC.CCOP(=O)(OCC)OCC.C[N+](=O)[O-].C[N+](=O)[O-].C[N+](=O)[O-]
Largest force on an atom (eV Å⁻¹): 4.146
HOMO energy (eV): -10.36

Each line ends with the Löwdin charge.
Atoms and positions in Å:
1 H -15.575 5.817 -11.566  0.07
2 P -5.210 1.539 -11.234  0.55
3 C -6.835 19.497 -14.725  -0.06
4 O -15.611 2.921 -13.460  -0.18
5 H -2.254 1.660 -21.058  0.12
6 H -1.755 10.696 -19.412  0.12
7 O -23.290 16.828 -16.328  -0.19
8 C -15.495 5.326 -12.535  -0.06
9 O -2.853 -0.581 -23.856  -0.19
10 H -1.652 9.016 -19.014  0.11
11 C -8.434 3.368 -17.338  -0.22
12 H -12.639 8.037 -16.521  0.08
13 H -4.877 0.024 -24.027  0.11
14 H -21.501 13.578 -15.271  0.12
15 H -6.428 19.902 -15.651  0.08
16 C -4.254 14.759 -12.523  -0.31
17 H -3.573 -0.428 -7.881  0.07
18 H 1.622 7.403 -21.702  0.11
19 O -14.992 17.719 -8.866  -0.23
20 O -14.487 5.657 -23.685  0.05
21 H -7.069 -0.013 -30.855  0.07
22 O -14.634 19.320 -10.899  -0.19
23 H -15.177 15.035 -13.082  0.08
24 H -4.577 -1.758 -20.108  0.11
25 H 2.843 8.390 -17.288  0.12
26 H -6.675 -2.253 -21.167  0.07
27 H -2.137 14.878 -12.467  0.07
28 H -3.149 0.103 -12.128  0.11
29 O -3.900 2.025 -12.089  -0.21
30 H -16.646 2.964 -17.465  0.11
31 H -8.805 3.619 -25.316  0.08
32 C -18.410 1.445 -13.925  -0.30
33 H -20.988 18.586 -19.437  0.07
34 H -9.175 1.366 -17.118  0.08
35 C -4.510 -2.481 -20.922  -0.26
36 C -21.168 18.926 -17.242  -0.36
37 C -9.314 2.336 -16.641  -0.07
38 C -17.151 14.818 -22.370  0.02
39 H -13.662 15.892 -13.297  0.07
40 H -7.699 13.817 -15.283  0.07
41 O -7.077 2.150 -29.913  -0.19
42 O -16.977 18.463 -10.394  -0.18
43 O -5.987 0.371 -11.789  -0.26
44 O 0.687 7.448 -19.165  -0.25
45 P -21.856 16.394 -17.003  0.52
46 H -15.021 3.350 -11.643  0.11
47 H -7.680 18.851 -14.965  0.08
48 H -20.122 18.084 -9.308  0.08
49 H -11.154 6.139 -16.394  0.12
50 H -8.600 3.939 -9.104  0.08
51 H -9.162 2.089 -30.121  0.10
52 H -8.601 1.143 -27.182  0.11
53 H -11.104 8.631 -15.692  0.07
54 O 2.274 8.911 -20.490  -0.19
55 H -14.689 18.106 -13.112  0.11
56 H -8.293 2.320 -31.562  0.12
57 H -2.125 1.830 -23.500  0.08
58 C -5.941 -3.042 -21.007  -0.07
59 H 3.284 7.827 -21.945  0.12
60 H -2.735 13.273 -12.186  0.08
61 H -19.516 19.058 -18.594  0.08
62 H -10.353 2.613 -16.822  0.08
63 H 2.511 10.062 -22.914  0.08
64 C -16.381 1.954 -17.152  -0.27
65 O -5.495 14.997 -15.590  -0.19
66 H -16.568 15.526 -22.959  0.10
67 C -19.640 1.504 -13.053  -0.07
68 P 1.024 8.873 -19.466  0.52
69 H -8.270 -0.376 -29.914  0.07
70 C -2.961 1.074 -12.585  -0.26
71 H -23.977 15.238 -14.624  0.08
72 C -4.232 5.828 -28.082  -0.05
73 O -8.516 4.282 -29.233  -0.25
74 C -6.468 14.931 -16.620  -0.30
75 H -14.882 16.014 -14.535  0.07
76 H -3.700 5.008 -27.599  0.07
77 C -3.449 7.592 -8.016  0.03
78 H -18.478 0.844 -14.832  0.12
79 C -10.760 6.972 -16.976  -0.35
80 C -7.349 13.754 -16.313  -0.08
81 C -4.454 -1.555 -25.365  -0.08
82 H -17.154 15.149 -21.332  0.09
83 O -16.066 13.083 -21.210  0.06
84 C -2.318 9.327 -21.020  -0.07
85 H -3.585 6.610 -8.470  0.10
86 H -6.487 6.095 -28.280  0.11
87 C -15.291 17.251 -12.805  -0.27
88 C -6.560 6.149 -15.771  -0.28
89 O -1.478 8.137 -6.769  0.03
90 C -7.704 4.106 -9.702  -0.06
91 O -7.058 15.811 -13.623  -0.23
92 C -8.566 2.571 -25.493  -0.06
93 H -6.016 14.807 -17.604  0.12
94 H -16.604 7.827 -22.512  0.09
95 C -18.003 17.708 -9.698  -0.26
96 H -3.952 7.736 -7.060  0.10
97 H -7.831 5.042 -10.246  0.07
98 H -3.808 8.351 -8.711  0.10
99 H -19.233 19.246 -10.321  0.08
100 O -8.895 4.668 -16.847  -0.22
101 O -0.105 9.827 -20.167  -0.19
102 H -7.237 8.087 -14.994  0.08
103 H -7.353 5.623 -15.239  0.11
104 H -5.965 5.049 -26.974  0.10
105 H -4.130 6.800 -27.599  0.07
106 H -6.250 -3.450 -20.044  0.07
107 H -17.697 17.186 -8.791  0.11
108 H -2.022 9.756 -21.978  0.07
109 C -3.183 1.776 -21.616  -0.27
110 H -3.890 5.842 -29.117  0.07
111 O 1.569 9.763 -18.195  -0.20
112 O -1.346 7.514 -8.870  0.07
113 C -14.738 15.960 -13.456  -0.07
114 H -5.255 1.388 -7.806  0.12
115 C -21.595 13.979 -16.280  -0.32
116 H -18.405 16.906 -10.317  0.11
117 H -2.706 0.294 -14.665  0.07
118 O -5.607 17.457 -14.994  -0.19
119 H -7.352 3.301 -17.224  0.12
120 N -1.984 7.759 -7.871  -0.42
121 H -5.649 5.552 -15.830  0.12
122 H -11.061 6.838 -18.014  0.12
123 C 1.111 8.792 -16.059  -0.09
124 C -8.670 2.213 -26.989  -0.25
125 O -8.669 5.945 -19.075  -0.25
126 H -21.028 19.803 -16.611  0.12
127 H -17.258 1.310 -17.219  0.12
128 H -24.055 16.212 -13.172  0.07
129 P -16.478 3.152 -14.784  0.50
130 O -1.705 -1.148 -21.569  -0.24
131 H -19.585 13.387 -16.708  0.08
132 H -24.322 17.862 -14.821  0.11
133 H 0.279 9.491 -15.971  0.08
134 P -15.420 18.084 -10.232  0.48
135 H -12.992 20.571 -8.796  0.08
136 H -5.952 18.279 -13.109  0.11
137 H 0.819 9.512 -22.669  0.07
138 H -15.287 1.261 -18.985  0.07
139 H -20.534 13.962 -18.136  0.06
140 H -20.779 20.233 -18.887  0.08
141 O -3.747 0.520 -21.801  -0.18
142 H -11.901 20.936 -10.126  0.08
143 C -15.779 7.124 -22.402  0.03
144 C 1.852 9.199 -22.821  -0.08
145 H -14.524 5.547 -12.978  0.07
146 C 2.191 9.221 -17.020  -0.26
147 H -16.642 3.646 -11.759  0.11
148 H -7.044 20.284 -14.001  0.08
149 C -5.739 18.613 -14.125  -0.26
150 H -9.514 2.609 -27.553  0.11
151 N -15.504 6.344 -23.638  -0.42
152 H -13.584 21.561 -10.078  0.08
153 H 1.567 8.695 -15.073  0.08
154 H -3.806 0.474 -25.346  0.12
155 H -4.819 -2.302 -24.662  0.07
156 H -14.941 7.791 -22.198  0.10
157 C -2.882 14.157 -12.806  -0.07
158 H -4.267 0.595 -14.284  0.08
159 H -18.168 14.800 -22.760  0.10
160 O -4.517 15.868 -13.316  -0.18
161 C -20.597 19.192 -18.619  -0.08
162 C -15.733 3.785 -12.344  -0.26
163 H -16.226 5.769 -13.211  0.06
164 O -6.910 6.294 -17.153  -0.19
165 C -13.250 19.432 -10.629  -0.30
166 O -21.258 15.276 -16.069  -0.18
167 P -5.797 16.007 -14.339  0.47
168 C -8.135 0.215 -30.820  -0.06
169 H -5.003 13.977 -12.646  0.11
170 H -7.582 2.012 -10.194  0.10
171 H -14.836 0.461 -17.604  0.07
172 H -12.811 18.578 -10.112  0.12
173 C -8.266 1.744 -30.638  -0.25
174 H 1.885 8.795 -23.833  0.08
175 O -18.006 2.720 -14.342  -0.20
176 H -5.149 -0.997 -7.514  0.07
177 H -16.020 6.405 -21.619  0.10
178 P -2.976 -0.774 -22.257  0.45
179 H -5.370 -1.330 -25.911  0.08
180 C -23.425 15.964 -14.026  -0.06
181 H -9.236 2.224 -15.559  0.08
182 H 2.823 10.018 -16.627  0.12
183 H -7.880 2.958 -11.590  0.12
184 H -17.620 1.052 -13.285  0.11
185 H -7.036 15.862 -16.645  0.11
186 H -3.851 2.395 -21.017  0.12
187 H -12.717 19.397 -11.579  0.12
188 P -8.482 6.008 -17.596  0.49
189 H -22.637 13.805 -16.551  0.12
190 C -6.322 7.506 -15.101  -0.06
191 H -20.672 12.283 -17.464  0.07
192 C -23.448 17.223 -14.946  -0.25
193 H -14.353 2.169 -17.777  0.08
194 O -7.428 2.725 -27.468  -0.22
195 N -16.604 13.463 -22.248  -0.45
196 O -16.428 4.491 -15.429  -0.24
197 C -20.535 13.341 -17.240  -0.04
198 C -3.281 1.007 -14.073  -0.08
199 C -4.534 -0.651 -8.345  -0.07
200 P -7.350 3.412 -28.933  0.45
201 H -1.947 1.356 -12.300  0.12
202 C -11.567 8.224 -16.590  -0.06
203 H -20.309 2.281 -13.422  0.08
204 C -19.184 18.628 -9.424  -0.08
205 H -8.147 13.773 -17.055  0.08
206 C 2.300 8.255 -21.750  -0.28
207 C -5.757 5.333 -28.006  -0.22
208 H -2.748 13.953 -13.868  0.08
209 H -9.211 1.933 -24.889  0.07
210 H -3.285 9.828 -20.986  0.07
211 H -6.872 4.266 -9.017  0.07
212 O -16.678 12.857 -23.287  0.07
213 H -5.963 7.101 -14.155  0.07
214 O -21.845 16.076 -18.454  -0.22
215 H -22.748 17.938 -14.515  0.11
216 H -4.348 15.069 -11.482  0.12
217 O -5.940 4.187 -28.895  -0.20
218 C -4.032 -0.313 -24.627  -0.29
219 H -20.174 0.554 -13.045  0.08
220 C -2.827 2.452 -22.944  -0.06
221 H -3.763 2.623 -23.475  0.07
222 H -2.436 3.465 -22.847  0.08
223 O -20.913 17.715 -16.690  -0.17
224 H -4.474 -1.287 -9.228  0.08
225 H -7.631 2.315 -24.996  0.07
226 C -5.271 0.684 -8.638  -0.24
227 O -9.412 7.091 -16.809  -0.16
228 H -16.313 17.478 -13.108  0.12
229 H -3.685 -1.963 -26.021  0.09
230 C -7.335 2.973 -10.645  -0.30
231 H -6.064 -3.791 -21.789  0.07
232 H -4.788 19.146 -14.106  0.12
233 H -8.678 3.384 -18.400  0.11
234 H -6.298 0.382 -8.843  0.10
235 H -22.243 19.012 -17.403  0.11
236 O -5.939 2.995 -10.874  -0.20
237 H -3.799 -3.188 -20.496  0.12
238 H -6.757 12.845 -16.422  0.08
239 H -11.434 9.009 -17.335  0.07
240 C -12.937 20.708 -9.876  -0.07
241 O -16.017 1.940 -15.774  -0.20
242 H -19.080 19.260 -8.542  0.08
243 O -15.122 16.990 -11.425  -0.21
244 H -22.439 15.702 -13.645  0.08
245 H -19.407 1.760 -12.019  0.07
246 O -16.339 6.363 -24.561  0.04
247 C -15.162 1.452 -17.919  -0.07
248 H -2.474 8.268 -21.225  0.08
249 O -4.544 1.220 -9.788  -0.22
250 H 0.566 7.886 -16.321  0.07
251 C -1.462 9.727 -19.817  -0.28
252 H -8.704 -0.152 -31.674  0.08
253 H -3.074 1.964 -14.553  0.08
254 O -4.107 -1.946 -22.207  -0.19
255 H -5.481 8.094 -15.469  0.08